P.
Molecular formula: C5H3NO
Method: DFT, wB97M-V/def2-TZVPD

The orbital gap (alpha / beta) comes out at 10.05 / 10.05 eV. The total charge is 0. Its structure (SMILES) is N#Cc1ccoc1. As for the molar mass: 93.1 g mol⁻¹.

Geometry (Å):
O1 0.194 -1.045 1.460
N1 -0.803 2.706 -1.293
C1 0.521 -0.612 -0.690
C2 0.789 -1.575 0.307
C3 -0.128 0.522 -0.097
C4 -0.507 1.733 -0.741
C5 -0.258 0.186 1.219
H1 -0.028 -1.968 -0.512
H2 0.875 -0.675 -1.719
H3 -0.657 0.728 2.066

Here are the Mulliken charges for atoms 1 to 2, given in e: atom 1 (O): -0.165, atom 2 (N): -0.455

***

Q.
Molecular formula: C5H3NO
Method: DFT, wB97M-V/def2-TZVPD

The orbital gap comes out at 8.89 eV. The total charge is 0. As for the molar mass: 93.1 g mol⁻¹.

Geometry (Å):
O1 1.570 -0.750 -1.542
N1 -0.454 -2.072 0.848
C1 -1.303 0.217 1.355
C2 -0.665 0.905 0.547
C3 0.297 1.140 -0.533
C4 0.776 -0.297 -0.781
C5 -0.021 -1.154 0.223
H1 1.151 1.770 -0.258
H2 -0.138 1.546 -1.453
H3 -1.182 -1.328 1.499

Here are the Mulliken charges for atoms 1 to 2, given in e: atom 1 (O): -0.441, atom 2 (N): -0.413

***

R.
Molecular formula: C5H3NO
Method: DFT, wB97M-V/def2-TZVPD

The orbital gap comes out at 10.42 eV. The total charge is 0. Its structure (SMILES) is N#Cc1ccoc1. As for the molar mass: 93.1 g mol⁻¹.

Geometry (Å):
O1 1.183 0.553 -1.203
N1 -1.821 -2.292 1.124
C1 -0.132 0.788 0.626
C2 -1.089 -1.530 0.654
C3 0.594 -0.640 -0.953
C4 0.700 1.481 -0.163
C5 -0.231 -0.539 0.118
H1 0.675 2.590 -0.193
H2 -0.658 1.162 1.489
H3 0.779 -1.572 -1.500

Here are the Mulliken charges for atoms 1 to 2, given in e: atom 1 (O): -0.331, atom 2 (N): -0.458

***

S.
Molecular formula: C5H3NO
Method: DFT, wB97M-V/def2-TZVPD

The orbital gap comes out at 10.40 eV. The total charge is 0. Its structure (SMILES) is N#Cc1ccoc1. As for the molar mass: 93.1 g mol⁻¹.

Geometry (Å):
O1 1.302 -0.810 0.885
N1 -3.022 0.631 -0.448
C1 -0.599 -0.072 0.019
C2 -0.038 -0.920 0.913
C3 -1.982 0.206 -0.160
C4 0.449 0.664 -0.690
C5 1.617 0.192 -0.192
H1 0.207 1.435 -1.440
H2 -0.627 -1.635 1.501
H3 2.693 0.308 -0.388

Here are the Mulliken charges for atoms 1 to 2, given in e: atom 1 (O): -0.339, atom 2 (N): -0.448

***

Energies relative to the most stable structure, in kcal/mol: P 52.0; Q 115.7; R 1.3; S 0.0.

***

P.
Molecular formula: C5H3NO
Method: DFT, wB97M-V/def2-TZVPD

The orbital gap comes out at 10.42 eV. The total charge is 0. Its structure (SMILES) is C#Cc1cnoc1. As for the molar mass: 93.1 g mol⁻¹.

Geometry (Å):
O1 -2.157 0.648 -0.114
N1 -2.166 -0.722 -0.255
C1 -0.901 1.070 0.035
C2 1.381 0.024 0.119
C3 -0.039 0.018 0.001
C4 -0.919 -1.093 -0.187
C5 2.581 0.028 0.216
H1 -0.666 -2.142 -0.272
H2 3.646 0.035 0.301
H3 -0.761 2.135 0.156

Here are the Mulliken charges for atoms 1 to 2, given in e: atom 1 (O): -0.186, atom 2 (N): -0.390

***

Q.
Molecular formula: C5H3NO
Method: DFT, wB97M-V/def2-TZVPD

The orbital gap comes out at 10.35 eV. The total charge is 0. As for the molar mass: 93.1 g mol⁻¹.

Geometry (Å):
O1 1.536 2.487 0.063
N1 4.451 -0.908 0.067
C1 1.941 -0.010 -0.086
C2 -0.043 0.585 -0.064
C3 1.258 1.338 -0.100
C4 3.357 -0.535 -0.088
C5 0.790 -0.605 0.198
H1 -0.512 0.435 -1.031
H2 -0.779 0.728 0.793
H3 0.748 -1.602 0.579

Here are the Mulliken charges for atoms 1 to 2, given in e: atom 1 (O): -0.524, atom 2 (N): -0.392

***

Energies relative to the most stable structure, in kcal/mol: P 18.8; Q 0.0.

***

P.
Molecular formula: C5H3NO
Method: DFT, wB97M-V/def2-TZVPD

The orbital gap comes out at 8.61 eV. The total charge is 0. Its structure (SMILES) is C#CC=C=CN=O. As for the molar mass: 93.1 g mol⁻¹.

Geometry (Å):
O1 -1.823 0.226 1.058
N1 -1.905 -0.924 0.736
C1 1.289 0.862 0.106
C2 0.133 0.816 -0.730
C3 2.261 0.756 0.807
C4 -1.134 -1.321 -0.474
C5 -0.363 -0.385 -0.956
H1 -0.290 1.704 -1.193
H2 -1.286 -2.346 -0.780
H3 3.117 0.613 1.426

Here are the Mulliken charges for atoms 1 to 2, given in e: atom 1 (O): -0.275, atom 2 (N): 0.046

***

Q.
Molecular formula: C5H3NO
Method: DFT, wB97M-V/def2-TZVPD

The orbital gap comes out at 9.62 eV. The total charge is 0. As for the molar mass: 93.1 g mol⁻¹.

Geometry (Å):
O1 0.621 1.397 1.776
N1 -0.390 -1.653 1.330
C1 0.327 0.771 0.807
C2 -0.199 -0.305 -0.959
C3 -0.159 -0.676 0.582
C4 -0.609 -1.387 -1.513
C5 0.281 1.093 -0.701
H1 -0.435 1.878 -0.956
H2 -0.700 -2.442 0.759
H3 1.262 1.325 -1.125

Here are the Mulliken charges for atoms 1 to 2, given in e: atom 1 (O): -0.477, atom 2 (N): -0.627

***

R.
Molecular formula: C5H3NO
Method: DFT, wB97M-V/def2-TZVPD

The orbital gap comes out at 10.22 eV. The total charge is 0. Its structure (SMILES) is C#Cc1cnoc1. As for the molar mass: 93.1 g mol⁻¹.

Geometry (Å):
O1 -1.947 0.684 -0.269
N1 -2.098 -0.634 -0.677
C1 -0.045 -0.342 0.247
C2 -0.993 -1.251 -0.335
C3 2.410 0.462 0.094
C4 -0.761 0.814 0.315
C5 1.399 -0.192 0.255
H1 -0.909 -2.325 -0.483
H2 3.319 1.028 0.160
H3 -0.421 1.770 0.702

Here are the Mulliken charges for atoms 1 to 2, given in e: atom 1 (O): -0.180, atom 2 (N): -0.327

***

Energies relative to the most stable structure, in kcal/mol: P 54.9; Q 31.2; R 0.0.

***

P.
Molecular formula: CH2O2S
Method: DFT, wB97M-V/def2-TZVPD

The orbital gap (alpha / beta) comes out at 8.43 / 8.43 eV. The total charge is 0. As for the molar mass: 78.1 g mol⁻¹.

Geometry (Å):
S1 -2.008 0.032 0.101
O1 -2.487 1.391 -0.140
O2 -2.956 -1.056 0.035
C1 -0.539 -0.366 -0.512
H1 -0.136 -1.370 -0.392
H2 0.841 0.919 0.354

Here are the Mulliken charges for atoms 1 to 2, given in e: atom 1 (S): 0.832, atom 2 (O): -0.432

***

Q.
Molecular formula: CH2O2S
Method: DFT, wB97M-V/def2-TZVPD

The orbital gap (alpha / beta) comes out at 7.81 / 7.76 eV. The total charge is 0. As for the molar mass: 78.1 g mol⁻¹.

Geometry (Å):
S1 0.135 -0.269 0.369
O1 -1.042 -1.067 0.611
O2 1.148 -0.462 1.378
C1 0.136 1.237 -0.496
H1 0.541 -1.092 -1.018
H2 -0.918 1.653 -0.843

Here are the Mulliken charges for atoms 1 to 2, given in e: atom 1 (S): 0.702, atom 2 (O): -0.508

***

Energies relative to the most stable structure, in kcal/mol: P 0.0; Q 2.0.

***

P.
Molecular formula: CH2O2S
Method: DFT, wB97M-V/def2-TZVPD

The orbital gap (alpha / beta) comes out at 8.04 / 8.32 eV. The total charge is 0. As for the molar mass: 78.1 g mol⁻¹.

Geometry (Å):
S1 1.239 0.097 -0.521
O1 -0.360 -1.393 0.244
O2 1.880 0.830 0.544
C1 -0.631 -0.132 -0.074
H1 -1.277 0.041 -0.945
H2 -0.850 0.556 0.752

Here are the Mulliken charges for atoms 1 to 2, given in e: atom 1 (S): 0.481, atom 2 (O): -0.454

***

Q.
Molecular formula: CH2O2S
Method: DFT, wB97M-V/def2-TZVPD

The orbital gap comes out at 8.44 eV. The total charge is 0. As for the molar mass: 78.1 g mol⁻¹.

Geometry (Å):
S1 1.179 -0.638 0.053
O1 -0.771 0.954 1.005
O2 -0.935 0.044 -1.113
C1 -0.278 0.091 0.012
H1 -2.060 -0.062 -0.629
H2 -1.478 1.735 0.562

Here are the Mulliken charges for atoms 1 to 2, given in e: atom 1 (S): -0.306, atom 2 (O): -0.477

***

R.
Molecular formula: CH2O2S
Method: DFT, wB97M-V/def2-TZVPD

The orbital gap (alpha / beta) comes out at 8.04 / 8.04 eV. The total charge is 0. Its structure (SMILES) is C=S(=O)=O. As for the molar mass: 78.1 g mol⁻¹.

Geometry (Å):
S1 -0.916 -0.065 -0.172
O1 -1.658 1.149 -0.055
O2 -1.589 -1.277 0.128
C1 1.208 -0.003 0.441
H1 1.291 -0.747 -0.258
H2 1.663 0.943 -0.084

Here are the Mulliken charges for atoms 1 to 2, given in e: atom 1 (S): 0.769, atom 2 (O): -0.394

***

S.
Molecular formula: CH2O2S
Method: DFT, wB97M-V/def2-TZVPD

The orbital gap comes out at 9.52 eV. The total charge is 0. As for the molar mass: 78.1 g mol⁻¹.

Geometry (Å):
S1 0.258 0.581 1.053
O1 0.832 -0.956 -0.979
O2 -1.261 -0.046 -0.910
C1 -0.026 -0.255 -0.514
H1 -2.050 -0.081 0.111
H2 1.507 0.323 1.237

Here are the Mulliken charges for atoms 1 to 2, given in e: atom 1 (S): -0.274, atom 2 (O): -0.451

***

Energies relative to the most stable structure, in kcal/mol: P 39.7; Q 17.4; R 73.6; S 0.0.

***

P.
Molecular formula: C5H6N2S
Method: DFT, wB97M-V/def2-TZVPD

The orbital gap comes out at 9.46 eV. The total charge is 0. Its structure (SMILES) is C/C=N/c1nccs1. As for the molar mass: 126.2 g mol⁻¹.

Geometry (Å):
S1 -1.526 -1.026 -1.679
N1 -0.081 1.008 -0.579
N2 -1.107 -0.722 0.808
C1 1.027 1.092 0.023
C2 2.263 2.057 0.028
C3 -1.748 -1.906 0.662
C4 -2.068 -2.259 -0.645
C5 -0.841 -0.150 -0.341
H1 2.041 2.781 0.770
H2 3.031 1.458 0.388
H3 -2.023 -2.302 1.656
H4 2.495 2.598 -0.833
H5 -2.710 -2.933 -1.098
H6 1.246 0.304 0.840

Here are the Mulliken charges for atoms 1 to 2, given in e: atom 1 (S): -0.130, atom 2 (N): -0.525

***

Q.
Molecular formula: C5H6N2S
Method: DFT, wB97M-V/def2-TZVPD

The orbital gap comes out at 7.87 eV. The total charge is 0. Its structure (SMILES) is N#CC(=S)C[C@H]1CN1. As for the molar mass: 126.2 g mol⁻¹.

Geometry (Å):
S1 2.413 -0.804 -0.269
N1 -2.437 0.590 -0.152
N2 0.412 2.533 0.003
C1 -0.231 -0.721 0.770
C2 0.895 1.402 0.095
C3 -1.349 -0.517 -0.241
C4 1.079 -0.010 0.306
C5 -2.700 -0.923 -0.076
H1 -2.904 1.129 -0.892
H2 -0.108 -1.689 0.652
H3 -0.606 -0.357 1.747
H4 -3.208 -1.584 -0.885
H5 -1.033 -0.692 -1.286
H6 -2.747 -1.191 0.888

Here are the Mulliken charges for atoms 1 to 2, given in e: atom 1 (S): -0.158, atom 2 (N): -0.553

***

R.
Molecular formula: C5H6N2S
Method: DFT, wB97M-V/def2-TZVPD

The orbital gap comes out at 8.32 eV. The total charge is 0. Its structure (SMILES) is c1nc2c(s1)NCC2. As for the molar mass: 126.2 g mol⁻¹.

Geometry (Å):
S1 2.450 0.836 0.177
N1 -0.412 1.462 0.267
N2 1.344 -1.514 0.004
C1 0.751 0.749 0.098
C2 -1.184 -0.746 0.183
C3 0.334 -0.645 0.068
C4 -1.573 0.634 -0.211
C5 2.488 -0.931 0.036
H1 -1.623 -1.542 -0.407
H2 -0.390 2.320 -0.335
H3 -1.495 0.827 -1.316
H4 3.443 -1.557 0.034
H5 -1.582 -0.879 1.129
H6 -2.551 0.986 0.273

Here are the Mulliken charges for atoms 1 to 2, given in e: atom 1 (S): -0.180, atom 2 (N): -0.396

***

S.
Molecular formula: C5H6N2S
Method: DFT, wB97M-V/def2-TZVPD

The orbital gap comes out at 9.24 eV. The total charge is 0. Its structure (SMILES) is C=Cn1ccc(S)n1. As for the molar mass: 126.2 g mol⁻¹.

Geometry (Å):
S1 -3.484 -0.727 -0.003
N1 0.289 -0.342 0.002
N2 -0.848 -1.071 -0.003
C1 0.059 0.995 0.004
C2 2.727 -0.469 -0.011
C3 1.522 -1.034 0.001
C4 -1.302 1.149 0.000
C5 -1.811 -0.174 0.004
H1 3.592 -1.097 0.023
H2 -4.006 0.511 0.002
H3 -1.841 2.077 -0.009
H4 2.875 0.586 -0.019
H5 1.363 -2.105 0.014
H6 0.866 1.698 -0.006

Here are the Mulliken charges for atoms 1 to 2, given in e: atom 1 (S): -0.205, atom 2 (N): 0.740

***

Energies relative to the most stable structure, in kcal/mol: P 4.5; Q 70.9; R 6.0; S 0.0.

***

P.
Molecular formula: C5H8N2S
Method: DFT, wB97M-V/def2-TZVPD

The orbital gap comes out at 9.86 eV. The total charge is 0. Its structure (SMILES) is C/C=N\CCN=C=S. As for the molar mass: 128.2 g mol⁻¹.

Geometry (Å):
S1 -3.481 -0.579 0.001
N1 -0.058 0.089 -1.166
N2 -1.931 1.697 0.059
C1 0.437 0.940 -0.172
C2 -0.587 2.212 -0.082
C3 -2.562 0.684 -0.011
C4 0.019 -1.985 0.343
C5 -0.243 -1.130 -0.861
H1 0.280 0.471 0.715
H2 1.396 1.402 -0.439
H3 0.159 -1.422 1.288
H4 0.854 -2.580 0.092
H5 -0.713 -1.685 -1.751
H6 -0.502 2.772 -1.017
H7 -0.405 2.703 0.891
H8 -0.832 -2.687 0.415

Here are the Mulliken charges for atoms 1 to 2, given in e: atom 1 (S): -0.395, atom 2 (N): -0.479

***

Q.
Molecular formula: C5H8N2S
Method: DFT, wB97M-V/def2-TZVPD

The orbital gap comes out at 8.79 eV. The total charge is 0. Its structure (SMILES) is CC1=NCCN1C=S. As for the molar mass: 128.2 g mol⁻¹.

Geometry (Å):
S1 -2.189 -0.206 2.226
N1 1.191 -0.672 -0.869
N2 -0.473 0.378 0.238
C1 0.068 -2.063 0.734
C2 0.266 -0.756 0.010
C3 -1.472 0.728 1.094
C4 1.277 0.727 -1.332
C5 0.018 1.385 -0.722
H1 0.856 -2.703 0.472
H2 -0.869 -2.516 0.490
H3 2.207 1.248 -1.047
H4 0.337 2.209 -0.091
H5 -0.770 1.667 -1.442
H6 1.279 0.737 -2.397
H7 -1.866 1.692 0.854
H8 0.138 -1.854 1.782

Here are the Mulliken charges for atoms 1 to 2, given in e: atom 1 (S): -0.303, atom 2 (N): -0.593

***

Energies relative to the most stable structure, in kcal/mol: P 23.9; Q 0.0.

***

P.
Molecular formula: C5H8N2S
Method: DFT, wB97M-V/def2-TZVPD

The orbital gap comes out at 8.50 eV. The total charge is 0. Its structure (SMILES) is S=C1NNC[C@H]2C[C@H]12. As for the molar mass: 128.2 g mol⁻¹.

Geometry (Å):
S1 2.058 -1.872 -1.525
N1 0.619 1.715 -0.428
N2 0.915 0.520 -1.371
C1 -0.652 1.292 0.372
C2 -0.353 -0.071 1.158
C3 -0.986 -1.397 1.122
C4 -0.416 -0.868 -0.247
C5 0.867 -0.779 -1.001
H1 1.516 1.541 0.269
H2 -2.008 -1.503 1.123
H3 -0.441 -2.315 1.554
H4 -1.307 -0.569 -0.790
H5 0.600 -0.267 1.551
H6 1.604 0.702 -2.218
H7 -0.551 2.248 0.754
H8 -1.465 1.623 -0.323

Here are the Mulliken charges for atoms 1 to 2, given in e: atom 1 (S): -0.321, atom 2 (N): -0.456

***

Q.
Molecular formula: C5H8N2S
Method: DFT, wB97M-V/def2-TZVPD

The orbital gap comes out at 9.10 eV. The total charge is 0. Its structure (SMILES) is C=C1SC=NN[C@H]1C. As for the molar mass: 128.2 g mol⁻¹.

Geometry (Å):
S1 0.736 -1.754 -1.046
N1 -1.015 0.498 -1.064
N2 -1.600 -0.593 -1.614
C1 0.587 -0.762 0.393
C2 0.620 -1.201 1.615
C3 -1.055 -1.704 -1.674
C4 0.450 1.967 0.480
C5 0.340 0.596 -0.226
H1 0.322 3.007 -0.005
H2 -0.290 2.124 1.328
H3 0.590 -0.499 2.438
H4 1.467 1.837 1.260
H5 -1.434 -2.728 -1.849
H6 1.131 0.330 -1.017
H7 -1.791 1.145 -0.751
H8 0.941 -2.262 1.732

Here are the Mulliken charges for atoms 1 to 2, given in e: atom 1 (S): -0.288, atom 2 (N): 0.001

***

Energies relative to the most stable structure, in kcal/mol: P 39.8; Q 0.0.